This record from the Open Molecules 2025 dataset describes a structure of composition C4H14N3 in a non-equilibrium geometry. The level of theory is ωB97M-V with the def2-TZVPD basis set.

Properties
Total charge ... +1
Relative energy (zero: lowest compared OMol25 entry of this formula, charge and spin) ... 431.2 kJ/mol
Spin multiplicity ... 1

Each line ends with the Löwdin charge.
Atoms and positions in Å:
C  1.19955  -1.32815  -0.87862  -0.056
H  1.86528  1.80278  -1.34163  0.062
C  -2.80609  0.46616  0.43044  0.063
H  1.24957  -2.38656  -0.64372  0.088
H  -0.49725  1.09008  -0.71815  0.110
N  0.29112  0.84655  -0.08587  -0.129
H  -3.77304  0.91861  0.37390  0.111
H  2.31660  1.41411  0.22975  0.108
H  0.32362  0.13965  1.92681  0.145
H  2.29991  -0.97598  -0.73142  0.119
H  1.03833  -1.06201  -2.00360  0.127
N  0.24118  -0.61601  -0.00975  -0.292
H  -2.70215  -0.49137  -1.34302  0.141
C  0.54064  -0.92621  1.41177  -0.052
C  1.39400  1.72437  -0.37449  -0.117
H  -1.04641  -0.78736  -0.19164  0.132
H  -0.11106  -1.76440  1.72259  0.096
H  -2.15517  0.63840  1.17152  0.047
H  1.01536  2.79432  -0.15954  0.125
H  1.58989  -1.21024  1.63381  0.095
N  -2.27388  -0.28673  -0.41914  0.076

***

This record from the Open Molecules 2025 dataset describes a structure of composition C8H24BrIInNO5P in a non-equilibrium geometry. The level of theory is ωB97M-V with the def2-TZVPD basis set.

Properties
Total charge ... -1
DFT total energy ... -113020.484 eV
Spin multiplicity ... 1

Each line ends with the Löwdin charge.
Atoms and positions in Å:
O  -3.23063  2.27004  2.53407  -0.209
I  -1.47850  -0.66341  -4.33369  -0.081
H  -5.14714  1.50481  2.87141  0.125
H  4.18261  -4.00027  -3.63395  0.123
C  -4.51134  1.85316  2.04987  -0.211
P  -2.59538  -0.53422  -0.17337  0.557
H  -2.31292  3.07396  4.18077  0.088
H  3.15998  -3.31990  -1.52005  0.123
O  -5.56636  4.05908  2.11713  -0.203
H  -2.34915  -0.19569  2.09368  -0.009
O  4.80284  -2.41411  -0.72173  -0.199
H  -4.63827  -1.13809  -1.07151  0.042
H  5.81931  -0.90509  -1.75253  0.082
H  -4.83462  5.66894  1.04329  0.085
C  4.83719  -3.67513  -2.81696  -0.193
C  -4.67309  5.16273  2.00031  -0.116
H  -4.33609  1.00673  1.37704  0.058
Br  1.42845  0.65024  -1.10650  -0.160
H  5.19123  -4.57026  -2.29344  0.120
H  3.68066  -1.87380  -2.40137  0.122
N  -2.17934  -1.03426  1.48673  -0.277
C  -3.25745  2.58831  3.92131  -0.114
H  -1.14446  -1.26933  1.47945  0.014
C  7.17448  -3.28533  -2.80729  -0.120
H  -3.62916  4.85056  2.08316  0.084
H  -4.56130  3.32061  0.43747  0.127
H  -4.89027  5.86593  2.80867  0.084
H  7.92386  -2.57672  -3.16980  0.085
O  -3.82084  -1.63400  -0.74267  -0.485
H  7.12512  -3.21119  -1.71818  0.082
H  -3.35287  1.67097  4.51022  0.085
C  5.31334  -1.08759  -0.80030  -0.113
H  7.47917  -4.29588  -3.09742  0.082
H  -6.12367  2.58121  0.82670  0.122
H  -4.07701  3.27072  4.16354  0.080
H  4.49873  -0.36867  -0.66989  0.057
C  -5.19631  2.97335  1.26019  -0.188
O  5.92693  -2.96587  -3.41657  -0.197
C  4.03611  -2.76798  -1.87732  -0.188
H  -0.13133  -2.68517  -1.45824  -0.120
H  6.03536  -0.94876  0.00885  0.084
In  -0.57783  -0.95063  -1.67110  -0.327

***

This record from the Open Molecules 2025 dataset describes a structure of composition H18NeO9 in a non-equilibrium geometry. The level of theory is ωB97M-V with the def2-TZVPD basis set.

Properties
Total charge ... 0
Relative energy (zero: lowest compared OMol25 entry of this formula, charge and spin) ... 0.0 kJ/mol
Spin multiplicity ... 1

Each line ends with the Löwdin charge.
Atoms and positions in Å:
H  3.78362  -23.58953  13.73778  -0.028
H  4.67221  -22.27341  16.37730  0.001
O  2.01877  -21.62275  18.20229  -0.042
O  -2.17239  -21.43260  16.34437  -0.055
H  -1.57409  -20.76038  16.67053  0.025
H  -1.28167  -23.32027  18.45492  0.038
O  1.67232  -26.16159  14.86302  -0.035
H  -1.75153  -22.26080  16.57501  -0.016
H  1.89551  -25.07374  17.74461  0.067
O  4.88836  -21.49684  16.89351  -0.047
H  1.60593  -23.58862  17.69483  0.009
H  1.10729  -23.31568  11.82335  -0.019
Ne  1.42007  -22.58970  15.03969  0.039
H  2.18199  -24.99456  13.26476  0.022
H  -0.47093  -24.42754  17.81574  -0.012
H  3.26248  -24.95198  12.20521  0.074
H  1.09807  -26.91469  14.72405  0.053
H  2.46976  -21.77882  19.03204  0.050
H  1.26258  -22.60343  10.49653  0.026
O  2.61704  -24.40312  12.65061  -0.038
O  4.39891  -23.33874  14.42680  -0.056
O  1.33648  -24.42547  17.31627  -0.050
H  4.96002  -20.79265  16.24914  0.043
H  2.72198  -21.45687  17.57443  0.009
O  0.60693  -22.99734  11.07200  -0.060
H  1.16745  -25.57565  15.42695  0.016
H  5.19338  -23.08352  13.95785  0.041
O  -1.32651  -23.99965  17.78212  -0.054

***

This record from the Open Molecules 2025 dataset describes the ion C27H37N4O4S2 with charge +1 in a non-equilibrium geometry. The level of theory is ωB97M-V with the def2-TZVPD basis set.

Properties
Total charge ... +1
SMILES string ... CCOc1cccc2sc(N(CCC[NH+](C)C)C(=O)c3ccc(S(=O)(=O)N4CCCCCC4)cc3)nc12
Relative energy (zero: lowest compared OMol25 entry of this formula, charge and spin) ... 7.8 kJ/mol
Spin multiplicity ... 1

Each line ends with the Löwdin charge.
Atoms and positions in Å:
H  0.53692  0.49841  4.08562  0.117
H  2.09420  3.08620  -0.05256  0.125
H  1.27839  4.62841  5.95604  0.113
H  1.23597  -3.55755  -0.61219  0.101
O  1.80699  3.03011  -4.96829  -0.265
H  0.79929  -0.95991  -6.25579  0.134
H  2.39068  1.71441  3.97360  0.102
C  2.69600  0.28802  -4.89432  -0.181
H  -5.62994  -3.34000  0.57691  0.082
H  1.38915  -0.43156  -2.32372  0.067
H  -5.89284  -5.04257  0.97120  0.082
H  -2.40769  -5.34584  0.71025  0.109
H  -3.81063  -5.06917  2.34329  0.119
C  0.37992  -0.45786  -5.37603  -0.185
H  3.44694  0.57086  -2.88284  0.100
S  0.74197  -0.77301  0.54200  1.139
H  -4.93031  -3.81061  2.90484  0.126
C  -2.20162  -3.28409  1.26873  -0.209
H  2.93389  3.36821  3.68788  0.112
C  -0.03224  2.21987  1.30697  -0.352
H  -0.79013  2.86308  5.50025  0.137
H  -1.74218  1.24584  -0.54924  0.131
C  1.51810  2.65264  -2.07322  -0.032
H  2.63000  -1.63166  -1.99472  0.099
H  -0.29220  -5.49511  -0.44920  0.113
N  1.28916  0.57841  -4.96257  -0.241
C  1.35801  -2.09761  -3.67550  -0.183
C  0.52666  2.13081  -2.88197  -0.232
H  -0.49933  -1.04029  -3.49127  0.101
H  -0.50647  -2.28946  -4.73683  0.117
H  -1.62652  2.39236  3.28438  0.139
O  -0.53566  2.26187  -5.26123  -0.263
H  -0.85668  0.41941  5.13976  0.129
H  4.05487  -0.86124  -3.70688  0.115
H  2.92846  -0.43231  -5.68403  0.130
H  1.55829  5.22611  4.30986  0.112
C  -0.82251  1.61918  -0.97596  -0.016
C  -4.29589  -4.12472  2.07222  -0.229
C  2.11500  -1.09734  -2.79711  -0.213
N  -1.58147  -0.94264  1.69289  0.161
H  1.05639  -2.95023  -3.06267  0.095
C  -0.57045  -4.55405  -0.00107  -0.063
C  -0.64679  1.63068  -2.34591  -0.036
S  0.75826  2.10316  -4.67264  0.676
C  0.29039  -3.47857  -0.10282  -0.102
C  -0.32847  1.06251  4.43640  -0.114
H  -0.54328  0.04094  -5.67429  0.113
H  -0.09051  4.97331  4.88083  0.111
C  -0.10765  -2.29353  0.48746  -0.433
C  -1.25506  1.36587  3.24378  -0.097
H  2.01193  -2.47547  -4.46204  0.119
C  0.18120  2.12770  -0.14688  -0.187
C  0.09343  -1.49553  -4.28815  -0.167
H  2.40034  3.06453  -2.53649  0.121
N  -0.61414  1.17476  1.94626  -0.007
H  -2.10718  0.68462  3.25023  0.126
H  -1.41632  1.27988  -3.01503  0.123
O  0.26616  3.24775  1.93146  0.063
O  -3.33366  -3.08540  1.96281  -0.027
H  2.81045  2.75401  5.34607  0.113
C  2.35665  2.73196  4.35524  -0.001
H  0.63542  2.01783  6.11655  0.141
N  0.97048  3.21192  4.41851  -0.228
C  0.92640  4.58961  4.92531  -0.002
C  -1.78746  -4.46600  0.66529  -0.009
C  1.34100  2.66730  -0.70211  0.011
C  -0.64050  -0.11750  1.44081  -0.558
C  3.16215  -0.25797  -3.53394  -0.160
H  -4.52332  -4.56728  -0.04015  0.069
C  -1.33636  -2.17480  1.16786  -0.218
C  -5.13664  -4.27992  0.81031  -0.057
H  0.59515  3.23261  3.38905  0.099
C  0.10357  2.30867  5.20664  -0.138
H  3.22388  1.21693  -5.11788  0.114